Entry 1:
{
  "formula": "C5H12O",
  "method": "ωB97M-V/def2-TZVPD",
  "symbols": ["C", "C", "O", "C", "C", "C", "H", "H", "H", "H", "H", "H", "H", "H", "H", "H", "H", "H"],
  "coordinates": [[2.2427, -0.0700, 0.3467], [0.9222, 0.6129, 0.0255], [-0.2360, -0.1949, 0.3406], [-1.7013, 0.2228, -0.5015], [-1.5628, -0.5415, -1.7942], [-0.6290, -0.1890, 1.7257], [2.3331, -1.0051, -0.2128], [2.3526, -0.2936, 1.4129], [3.0703, 0.5933, 0.0583], [0.8234, 1.5677, 0.5520], [0.8535, 0.8029, -1.0493], [-1.3846, 1.2684, -0.7055], [-2.4398, -0.2266, -2.3818], [-1.6616, -1.6237, -1.6435], [-0.6743, -0.3564, -2.4281], [0.2584, -0.1011, 2.3579], [-1.1483, -1.1302, 1.9165], [-1.3193, 0.6413, 1.8971]],
  "forces_ev_per_a": [[-0.086, -0.080, 0.058], [0.070, 0.166, -0.053], [-0.076, -0.050, -0.041], [0.229, 0.137, -0.282], [-0.026, -0.103, -0.048], [0.073, 0.032, 0.189], [0.006, 0.119, 0.064], [-0.050, 0.056, -0.148], [-0.237, -0.158, 0.046], [-0.011, -0.028, -0.035], [-0.077, -0.059, 0.190], [-0.139, -0.157, 0.067], [0.158, -0.053, 0.079], [0.016, 0.177, -0.042], [-0.100, -0.005, 0.144], [-0.027, -0.088, -0.084], [0.106, 0.217, -0.072], [0.171, -0.123, -0.033]],
  "total_charge": 0,
  "homo_lumo_gap_ev": 7.96,
  "e_tot_ev": -7422.720,
  "homo_ha": -0.259
}

Entry 2:
{
  "formula": "C5H12O2",
  "method": "ωB97M-V/def2-TZVPD",
  "symbols": ["C", "C", "C", "C", "C", "H", "H", "H", "H", "H", "H", "H", "H", "H", "H", "H", "H", "O", "O"],
  "coordinates": [[-0.4387, -0.1244, -2.3099], [-1.2443, -0.3810, -1.1075], [-0.6513, -0.1192, 0.3396], [0.2989, -1.0897, 0.8173], [-0.0117, 1.2630, 0.4644], [0.4214, -0.8243, -1.9930], [-0.6302, -0.2495, -3.1311], [-0.0390, 0.7472, -2.4855], [-1.9824, 0.3033, -1.2986], [-1.7513, -1.4316, -1.0633], [-1.6390, -0.0389, 0.9666], [-0.3256, -2.1180, 0.4909], [0.7627, -0.9412, 2.0152], [2.1817, -1.5257, 0.3404], [1.1010, 1.0822, -0.3785], [-0.6274, 2.0614, -0.0626], [0.7869, 2.3369, 2.0755], [1.4626, -1.1473, 0.0501], [0.2905, 1.5605, 1.8624]],
  "forces_ev_per_a": [[6.823, -3.962, 15.557], [-1.025, -1.572, 1.296], [-2.709, 3.615, -0.237], [1.127, -5.089, 2.892], [2.887, 0.936, -2.705], [-0.289, 1.129, -1.717], [-5.452, -4.219, -15.340], [2.294, 5.523, 0.819], [-2.897, 1.594, 0.853], [1.067, 1.714, -0.327], [2.005, -0.755, -0.581], [1.664, 1.738, 2.031], [-2.402, -0.628, -3.211], [5.262, -3.228, 3.155], [-3.075, 1.041, 2.935], [0.720, -0.780, 0.949], [0.422, 0.779, -0.726], [-5.269, 3.935, -4.245], [-1.154, -1.772, -1.399]],
  "total_charge": 0,
  "homo_lumo_gap_ev": 10.35,
  "e_tot_ev": -9468.254,
  "homo_ha": -0.351
}

Entry 3:
{
  "formula": "C5H12O2",
  "method": "ωB97M-V/def2-TZVPD",
  "symbols": ["C", "C", "C", "O", "C", "C", "H", "H", "H", "H", "H", "H", "H", "H", "H", "H", "O", "H", "H"],
  "coordinates": [[0.0109, -1.7469, 0.5807], [-0.1398, -0.2326, 0.3870], [0.9785, 0.5731, 1.0355], [0.8074, 1.2844, 2.0501], [2.2354, 0.5889, 0.1879], [3.0854, 1.8383, 0.2854], [0.6573, -2.0106, 1.4346], [0.3571, -2.3022, -0.3072], [-1.0214, -2.0598, 0.8110], [-0.0394, -0.0587, -0.7017], [-1.1318, 0.1474, 0.6984], [2.8344, -0.2384, 0.6148], [1.9752, 0.3140, -0.8524], [3.9528, 1.7089, -0.3836], [3.4503, 2.1513, 1.2781], [2.4434, 2.6376, -0.1215], [-6.6766, -0.5091, -2.4516], [-6.5632, -0.9386, -1.5736], [-7.2160, -1.1468, -2.9719]],
  "forces_ev_per_a": [[-0.757, -0.441, 0.507], [0.228, 0.452, -0.507], [-1.206, 2.393, 1.048], [0.673, -2.063, -2.415], [0.674, -1.021, 1.258], [-0.193, 0.748, -0.826], [-0.316, 0.100, -0.300], [-0.093, 0.413, 0.356], [0.612, -0.549, -0.039], [-0.311, 0.206, 0.504], [0.656, -0.276, 0.094], [-0.159, -0.094, -0.399], [0.309, 0.270, 0.560], [-0.270, 0.227, 0.280], [-0.441, -0.506, -0.333], [0.591, 0.140, 0.211], [-0.428, -1.103, 0.367], [-0.152, 0.436, -0.962], [0.581, 0.667, 0.597]],
  "total_charge": 0,
  "homo_lumo_gap_ev": 10.27,
  "e_tot_ev": -9474.002,
  "homo_ha": -0.348
}

Entry 4:
{
  "formula": "C5H12O2",
  "method": "ωB97M-V/def2-TZVPD",
  "symbols": ["C", "C", "O", "C", "C", "O", "C", "H", "H", "H", "H", "H", "H", "H", "H", "H", "H", "H", "H"],
  "coordinates": [[0.4658, -2.5449, 1.8786], [-0.5660, -1.5556, 1.3689], [0.0911, -0.4593, 0.7831], [-0.9106, 0.4843, 0.1601], [-0.1185, 1.5434, -0.5558], [-0.5030, 1.8727, -1.8591], [0.7943, 1.9546, -2.4894], [1.1429, -2.0998, 2.6184], [1.0722, -2.9395, 1.0557], [-0.0886, -3.3683, 2.3415], [-1.1775, -1.1622, 2.1952], [-1.2321, -2.0056, 0.6109], [-1.5716, -0.0332, -0.5627], [-1.4422, 1.0483, 0.9431], [-0.0915, 2.5162, -0.0611], [0.9037, 1.1656, -0.4157], [1.1724, 0.8478, -2.5357], [1.6323, 2.5421, -1.9894], [0.4267, 2.1934, -3.4867]],
  "forces_ev_per_a": [[-0.230, -0.104, -0.070], [-0.028, 0.241, 0.121], [-1.495, 1.664, -1.410], [0.794, -0.312, 0.765], [0.378, 0.509, 1.753], [2.098, -0.517, 0.352], [-0.453, -2.449, -1.447], [-0.271, -0.020, -0.156], [-0.149, 0.063, 0.127], [0.290, -0.016, 0.016], [-0.118, -0.362, -0.009], [0.108, -0.133, 0.348], [0.217, 0.048, 0.611], [-0.361, -1.011, 0.064], [-0.261, -0.115, 0.782], [0.024, 0.053, -0.767], [-0.287, 1.904, -0.045], [-1.569, -0.116, -0.689], [1.314, 0.673, -0.348]],
  "total_charge": 0,
  "homo_lumo_gap_ev": 10.89,
  "e_tot_ev": -9472.303,
  "homo_ha": -0.360
}

Entry 5:
{
  "formula": "C5H12O2",
  "method": "ωB97M-V/def2-TZVPD",
  "symbols": ["C", "O", "C", "C", "C", "C", "O", "H", "H", "H", "H", "H", "H", "H", "H", "H", "H", "H", "H"],
  "coordinates": [[2.2987, -1.2001, -0.7355], [1.0444, -0.0550, -0.4140], [-0.1762, -0.4245, 0.3066], [0.1336, -1.0104, 1.6732], [-1.0787, 0.8051, 0.3598], [-1.4079, 1.4091, -1.0092], [-0.3195, 2.0826, -1.6048], [1.8980, -2.0896, -0.2735], [1.7312, 0.3194, 0.1838], [2.0206, -1.3909, -1.7587], [-0.6081, -1.1885, -0.3514], [0.5846, -0.2519, 2.3248], [0.8160, -1.8616, 1.5982], [-0.7949, -1.3485, 2.1450], [-0.6081, 1.5765, 0.9859], [-2.0095, 0.5083, 0.8641], [-1.8090, 0.6166, -1.6672], [-2.1966, 2.1609, -0.8886], [0.4033, 1.4404, -1.6852]],
  "forces_ev_per_a": [[0.227, 0.202, -0.136], [0.824, -0.119, 0.715], [-0.190, -0.062, -0.113], [0.057, 0.041, -0.022], [0.037, 0.000, 0.064], [-0.313, -0.119, 0.176], [0.225, -0.271, -0.062], [-0.375, -0.458, 0.738], [-0.626, 0.155, -0.258], [0.037, 0.170, -0.897], [-0.004, 0.102, 0.126], [-0.057, -0.097, -0.090], [-0.127, 0.152, 0.015], [0.140, 0.054, -0.088], [-0.053, -0.117, -0.078], [0.140, 0.053, -0.125], [0.119, 0.182, 0.075], [0.132, -0.164, -0.025], [-0.192, 0.296, -0.016]],
  "total_charge": 0,
  "homo_lumo_gap_ev": 8.85,
  "e_tot_ev": -9470.325,
  "homo_ha": -0.296
}

Entry 6:
{
  "formula": "C5H12O2",
  "method": "ωB97M-V/def2-TZVPD",
  "symbols": ["C", "C", "C", "C", "C", "O", "H", "H", "H", "H", "H", "H", "H", "H", "H", "H", "O", "H", "H"],
  "coordinates": [[2.1159, 0.1338, 1.2256], [0.7280, 0.7721, 1.0601], [0.1121, 0.7228, -0.3449], [-1.2773, 0.1922, -0.5181], [-1.6907, -0.0274, -1.9548], [-2.0501, 0.0157, 0.4091], [2.1073, -0.9569, 1.1156], [2.8329, 0.5234, 0.4931], [2.5193, 0.3602, 2.2208], [0.0236, 0.3470, 1.7865], [0.8223, 1.8320, 1.3086], [0.7914, 0.3083, -1.1008], [-0.1959, 1.7402, -0.6648], [-1.6443, -1.1067, -2.1363], [-2.7172, 0.3099, -2.1064], [-1.0190, 0.4656, -2.6651], [-0.2012, -2.0599, 0.3139], [0.3297, -2.0902, 1.1164], [-1.0022, -1.5885, 0.5907]],
  "forces_ev_per_a": [[-0.020, -0.008, -0.075], [-0.057, 0.184, 0.052], [-0.134, 0.439, -0.013], [-0.204, -0.283, 0.100], [-0.087, -0.030, -0.038], [0.180, 0.100, -0.391], [-0.054, 0.212, -0.055], [-0.157, -0.024, 0.074], [-0.122, -0.049, -0.194], [0.088, 0.091, -0.168], [0.013, -0.089, 0.233], [-0.264, 0.154, 0.126], [0.856, 0.109, -0.086], [-0.032, 0.105, -0.004], [0.069, -0.091, 0.020], [-0.131, -0.073, 0.170], [-0.077, -0.317, 0.234], [0.030, -0.124, -0.082], [0.103, -0.308, 0.095]],
  "total_charge": 0,
  "homo_lumo_gap_ev": 10.71,
  "e_tot_ev": -9474.378,
  "homo_ha": -0.360
}